Entry 1:
This record from the OMol25 dataset describes the molecule C6H12O. The level of theory is ωB97M-V/def2-TZVPD.

Results
F_max: 0.2 eV/Å
Energy relative to the best compared isomer or geometry (same formula, charge and spin): 137.5 kJ/mol
SMILES string: CCO[C@H]1C[C@H]1C
2S+1: 1
Gap between HOMO and LUMO: 10.46 eV

```
19
C6H12O (ωB97M-V/def2-TZVPD)
C 2.7782 0.6729 0.2275
C 1.5370 -0.0142 -0.3082
O 0.5892 -0.1028 0.7415
C -0.4443 -0.9937 0.4669
C -1.7365 -0.7534 1.1705
C -1.6483 -0.5489 -0.3239
C -1.7248 0.8500 -0.8890
H 3.2177 0.0847 1.0389
H 2.5301 1.6641 0.6197
H 3.5255 0.7893 -0.5648
H 1.7876 -1.0227 -0.6737
H 1.1106 0.5446 -1.1556
H -0.1108 -2.0267 0.3379
H -1.7820 0.1447 1.7815
H -2.2860 -1.6030 1.5658
H -2.1140 -1.3212 -0.9349
H -1.3291 0.8871 -1.9108
H -2.7600 1.2083 -0.9160
H -1.1399 1.5409 -0.2731
```

Atom charges from the Löwdin analysis, given in e for atoms 1 to 6: number 1, C, carries -0.075; number 2, C, carries -0.275; number 3, O, carries -0.111; number 4, C, carries -0.328; number 5, C, carries -0.057; number 6, C, carries -0.274

=====

Entry 2:
This record from the OMol25 dataset describes a cluster of 2 separate species, C6H12O in total at a distorted geometry. The level of theory is ωB97M-V/def2-TZVPD.

Results
F_max: 3.6 eV/Å
Energy relative to the best compared isomer or geometry (same formula, charge and spin): 717.4 kJ/mol
2S+1: 1
Gap between HOMO and LUMO (alpha / beta): 7.42 / 9.26 eV

```
19
C6H12O (ωB97M-V/def2-TZVPD)
C -0.3889 -1.8337 1.0141
C -0.1541 -0.4968 1.3014
O -0.5550 0.4880 2.2623
C 1.0485 0.1277 0.6854
C 0.7208 1.4077 -0.0920
C -0.3430 1.3710 -1.2677
C -0.3781 0.0375 -1.8849
H 0.6413 -2.4812 0.8025
H -1.9083 -2.6896 -1.6345
H -1.3017 -2.4909 1.0707
H -0.5613 -0.0080 3.0885
H 1.6257 0.4039 1.5720
H 1.6436 -0.5569 0.0658
H 0.3910 2.1522 0.6394
H 1.6515 1.7181 -0.5722
H -0.0403 2.1728 -1.9552
H -1.3476 1.6176 -0.8912
H 0.0771 -0.1413 -2.8564
H -0.8214 -0.7978 -1.3477
```

Atom charges from the Löwdin analysis, given in e for atoms 1 to 6: number 1, C, carries -0.003; number 2, C, carries -0.371; number 3, O, carries 0.000; number 4, C, carries -0.210; number 5, C, carries -0.185; number 6, C, carries -0.260

=====

Entry 3:
This record from the OMol25 dataset describes the molecule C6H12O at a distorted geometry. The level of theory is ωB97M-V/def2-TZVPD.

Results
F_max: 1.1 eV/Å
Energy relative to the best compared isomer or geometry (same formula, charge and spin): 200.2 kJ/mol
SMILES string: CO[C@H]1CC[C@H]1C
2S+1: 1
Gap between HOMO and LUMO: 10.40 eV

```
19
C6H12O (ωB97M-V/def2-TZVPD)
C -0.6611 0.0951 -2.4887
O -0.1920 0.8278 -1.3625
C -0.7301 0.3018 -0.1103
C -0.5303 -1.1778 0.2514
C 0.2412 -0.9447 1.5774
C 0.1088 0.5648 1.2126
C 1.4607 1.1559 0.9323
H -1.7513 -0.0776 -2.4479
H -0.1664 -0.8848 -2.5552
H -0.4445 0.6380 -3.4213
H -1.8218 0.5084 -0.2071
H -1.4813 -1.6617 0.4567
H 0.1019 -1.6349 -0.4950
H 1.2657 -1.3789 1.6303
H -0.2502 -1.2877 2.5116
H -0.4900 1.0622 1.9696
H 2.0978 1.1103 1.8213
H 1.9591 0.5941 0.1286
H 1.3130 2.1770 0.5960
```

Atom charges from the Löwdin analysis, given in e for atoms 1 to 6: number 1, C, carries -0.114; number 2, O, carries -0.176; number 3, C, carries -0.265; number 4, C, carries -0.141; number 5, C, carries -0.136; number 6, C, carries -0.305

=====

Entry 4:
This record from the OMol25 dataset describes the molecule C6H12O. The level of theory is ωB97M-V/def2-TZVPD.

Results
F_max: 0.3 eV/Å
Energy relative to the best compared isomer or geometry (same formula, charge and spin): 165.9 kJ/mol
SMILES string: COCC1(C)CC1
2S+1: 1
Gap between HOMO and LUMO: 10.72 eV

```
19
C6H12O (ωB97M-V/def2-TZVPD)
C -1.8788 -0.7122 -1.4166
O -1.6157 0.5774 -0.9126
C -1.0153 0.5924 0.3600
C 0.4865 0.2488 0.3459
C 1.1569 0.2614 -1.0184
C 1.2825 0.7448 1.5227
C 1.0042 -0.7229 1.3713
H -2.7595 -1.1619 -0.9336
H -1.0231 -1.3898 -1.2910
H -2.0811 -0.5910 -2.4834
H -1.1564 1.6166 0.7247
H -1.5503 -0.0839 1.0509
H 0.6712 0.9906 -1.6759
H 1.0892 -0.7181 -1.5084
H 2.2180 0.5145 -0.9323
H 0.7600 1.2829 2.3113
H 2.2954 1.0940 1.3359
H 0.2866 -1.1693 2.0572
H 1.8296 -1.3744 1.0921
```

Atom charges from the Löwdin analysis, given in e for atoms 1 to 6: number 1, C, carries -0.107; number 2, O, carries -0.199; number 3, C, carries -0.173; number 4, C, carries -0.459; number 5, C, carries -0.033; number 6, C, carries -0.104

=====

Entry 5:
This record from the OMol25 dataset describes the molecule C6H12O at a distorted geometry. The level of theory is ωB97M-V/def2-TZVPD.

Results
F_max: 3.0 eV/Å
Energy relative to the best compared isomer or geometry (same formula, charge and spin): 242.8 kJ/mol
SMILES string: CC[C@@H]1C[C@@]1(C)O
2S+1: 1
Gap between HOMO and LUMO: 9.41 eV

```
19
C6H12O (ωB97M-V/def2-TZVPD)
C 1.1446 0.4935 -1.7271
C 0.8164 -0.7864 -0.9936
C -0.6453 -0.6422 -0.6038
C -1.3675 0.6013 -0.1526
C -0.7947 -0.1588 0.9599
C 0.4134 0.4609 1.6737
O -1.6490 -0.8586 1.8072
H 0.0903 0.4397 -2.2147
H 2.1203 0.4928 -2.2585
H 1.1482 1.3854 -1.0838
H 0.9594 -1.6138 -1.6999
H 1.3599 -1.0642 -0.0870
H -1.3067 -1.4011 -1.0358
H -2.4433 0.5084 -0.2408
H -0.9732 1.5922 -0.3468
H 0.1771 1.4105 2.1817
H 1.2003 0.6904 0.9538
H 0.8405 -0.2082 2.4365
H -1.0907 -1.3419 2.4317
```

Atom charges from the Löwdin analysis, given in e for atoms 1 to 6: number 1, C, carries -0.112; number 2, C, carries -0.279; number 3, C, carries -0.187; number 4, C, carries -0.087; number 5, C, carries -0.485; number 6, C, carries -0.015

=====

Entry 6:
This record from the OMol25 dataset describes the molecule C6H12O. The level of theory is ωB97M-V/def2-TZVPD.

Results
F_max: 0.3 eV/Å
Energy relative to the best compared isomer or geometry (same formula, charge and spin): 112.5 kJ/mol
SMILES string: CCC[C@H]1C[C@H]1O
2S+1: 1
Gap between HOMO and LUMO: 10.71 eV

```
19
C6H12O (ωB97M-V/def2-TZVPD)
C -2.7365 0.2058 -0.2590
C -1.3552 0.5616 0.2826
C -0.3318 -0.5610 0.1009
C 1.0112 -0.2104 0.7027
C 2.2454 -0.9840 0.3140
C 2.0655 0.4174 -0.1712
O 1.8053 0.5843 -1.5354
H -2.7012 0.0068 -1.3366
H -3.1265 -0.6944 0.2306
H -3.4545 1.0153 -0.0900
H -1.4305 0.8056 1.3510
H -0.9863 1.4745 -0.2084
H -0.2002 -0.7734 -0.9679
H -0.7174 -1.4830 0.5570
H 0.9685 0.1486 1.7310
H 2.1214 -1.7782 -0.4176
H 3.0050 -1.1696 1.0682
H 2.7081 1.1838 0.2643
H 1.1097 1.2501 -1.6162
```

Atom charges from the Löwdin analysis, given in e for atoms 1 to 6: number 1, C, carries -0.120; number 2, C, carries -0.270; number 3, C, carries -0.198; number 4, C, carries -0.249; number 5, C, carries -0.060; number 6, C, carries -0.342

=====

Entry 7:
This record from the OMol25 dataset describes a cluster of 2 separate species, C6H12O in total at a distorted geometry. The level of theory is ωB97M-V/def2-TZVPD.

Results
F_max: 1.6 eV/Å
Energy relative to the best compared isomer or geometry (same formula, charge and spin): 168.6 kJ/mol
SMILES string: C=CC(=C)CC.O
2S+1: 1
Gap between HOMO and LUMO: 9.72 eV

```
19
C6H12O (ωB97M-V/def2-TZVPD)
C 1.8305 0.8312 0.3571
C 0.6348 0.8250 0.9495
C -0.4315 -0.1274 0.6154
C -0.2186 -1.4320 0.6211
C -1.8413 0.4101 0.6653
C -2.0712 1.6227 -0.2589
H 2.5528 1.5277 0.7621
H 2.0895 0.0801 -0.3776
H 0.3984 1.7232 1.5137
H 0.7395 -1.9311 0.6680
H -1.0632 -2.0905 0.4459
H -2.5723 -0.3763 0.4848
H -1.9780 0.7634 1.6817
H -2.0224 1.2837 -1.2919
H -1.2602 2.3437 -0.1507
H -2.9733 2.1305 0.0673
O 3.0198 -2.4405 -2.0228
H 2.8523 -2.0832 -2.8989
H 2.3144 -3.0603 -1.8312
```

Atom charges from the Löwdin analysis, given in e for atoms 1 to 6: number 1, C, carries 0.027; number 2, C, carries -0.164; number 3, C, carries -0.352; number 4, C, carries 0.051; number 5, C, carries -0.225; number 6, C, carries -0.095

=====

Entry 8:
This record from the OMol25 dataset describes a cluster of 2 separate species, C6H12O in total at a distorted geometry. The level of theory is ωB97M-V/def2-TZVPD.

Results
F_max: 3.6 eV/Å
Energy relative to the best compared isomer or geometry (same formula, charge and spin): 385.5 kJ/mol
SMILES string: C=CC=C(C)C.O
2S+1: 1
Gap between HOMO and LUMO: 7.48 eV

```
19
C6H12O (ωB97M-V/def2-TZVPD)
C 2.7672 1.0285 0.7365
C 1.5124 0.4868 0.6317
C 0.7998 0.1355 -0.5748
C -0.1185 -0.8174 -0.8157
C -0.5839 -1.7642 0.2777
C -0.5942 -1.0601 -2.2360
H 3.6005 0.5119 1.2445
H 3.0954 2.0689 0.8211
H 1.2091 -0.0091 1.5689
H 0.8807 0.9032 -1.3783
H -1.5317 -1.5091 0.7549
H 0.2292 -1.7917 1.0595
H -0.7609 -2.8020 -0.0796
H -1.6789 -1.1652 -2.2663
H -0.1021 -1.9582 -2.7069
H -0.1825 -0.2594 -2.8472
O -2.7354 1.9066 1.5461
H -2.1773 1.3028 1.0405
H -3.2103 1.3728 2.1921
```

Atom charges from the Löwdin analysis, given in e for atoms 1 to 6: number 1, C, carries -0.006; number 2, C, carries -0.172; number 3, C, carries -0.123; number 4, C, carries -0.340; number 5, C, carries -0.067; number 6, C, carries -0.069

=====

Entry 9:
This record from the OMol25 dataset describes the molecule C6H12O at a distorted geometry. The level of theory is ωB97M-V/def2-TZVPD.

Results
F_max: 1.1 eV/Å
Energy relative to the best compared isomer or geometry (same formula, charge and spin): 98.2 kJ/mol
SMILES string: CC[C@H]1CCCO1
2S+1: 1
Gap between HOMO and LUMO: 10.60 eV

```
19
C6H12O (ωB97M-V/def2-TZVPD)
C 2.4262 -0.4003 0.0593
C 1.5249 0.7271 -0.3751
C 0.1455 0.4911 0.3064
C -0.9771 0.7360 -0.6579
C -2.1380 0.0370 0.0271
C -1.4643 -1.2519 0.5274
O -0.1545 -0.8419 0.9371
H 2.5454 -0.3363 1.1441
H 1.9026 -1.3329 -0.1561
H 3.3991 -0.3802 -0.4301
H 1.9596 1.7063 -0.1027
H 1.4384 0.7681 -1.4755
H 0.0345 1.1675 1.1585
H -0.9522 1.8264 -0.7159
H -0.7856 0.3229 -1.6599
H -3.0216 -0.1285 -0.5948
H -2.4264 0.6105 0.9152
H -2.0678 -1.6886 1.3418
H -1.3888 -2.0323 -0.2489
```

Atom charges from the Löwdin analysis, given in e for atoms 1 to 6: number 1, C, carries -0.114; number 2, C, carries -0.206; number 3, C, carries -0.310; number 4, C, carries -0.173; number 5, C, carries -0.164; number 6, C, carries -0.204

=====

Entry 10:
This record from the OMol25 dataset describes a cluster of 2 separate species, C6H12O in total. The level of theory is ωB97M-V/def2-TZVPD.

Results
F_max: 0.3 eV/Å
Energy relative to the best compared isomer or geometry (same formula, charge and spin): 459.4 kJ/mol
2S+1: 1
Gap between HOMO and LUMO: 8.36 eV

```
19
C6H12O (ωB97M-V/def2-TZVPD)
C -1.0412 -1.5725 -0.6261
C -0.8291 -0.0873 -0.4418
C -0.9306 0.5484 0.9137
C -0.7158 1.8974 1.0699
O 1.2341 1.6883 -0.2244
C 1.2332 0.5379 -0.6995
C 1.9661 -0.5779 0.0222
H -2.0378 -1.8425 -0.9969
H -0.3163 -1.9538 -1.3545
H -0.8700 -2.1120 0.3125
H -1.1349 0.5554 -1.2669
H -0.7739 -0.1302 1.7513
H -1.9675 0.2797 0.3720
H -0.4861 2.3113 2.0447
H -0.9204 2.5932 0.2659
H 1.0862 0.3936 -1.7875
H 1.6238 -0.6409 1.0616
H 1.8446 -1.5509 -0.4653
H 3.0355 -0.3372 0.0492
```

Atom charges from the Löwdin analysis, given in e for atoms 1 to 6: number 1, C, carries -0.100; number 2, C, carries -0.243; number 3, C, carries -0.297; number 4, C, carries 0.033; number 5, O, carries -0.075; number 6, C, carries -0.426